A.
ORCA calculation (ωB97M-V/def2-TZVPD) on a structure of composition C44H44MoN6O3P.

Summary:
2S+1   3
LUMO (alpha / beta)   -0.340 / -0.326 hartree
Charge   +3
HOMO (alpha / beta)   -15.3 / -15.3 eV
Orbital gap (alpha / beta)   0.2214 / 0.2361 hartree

Each line ends with the Mulliken spin population.
Geometry (Å):
H -1.335 1.257 2.424  -0.001
H -3.308 -1.873 4.395  -0.001
H -3.937 0.410 5.083  0.000
H 3.501 -2.566 4.780  0.000
C -1.852 -0.729 -2.540  -0.011
C 1.791 -2.895 3.540  0.019
H -2.487 1.428 5.149  0.000
H -0.069 3.442 -0.439  0.001
C 1.743 5.591 1.418  0.002
C -2.019 -0.469 -1.162  0.011
O -2.379 3.902 0.769  -0.001
O -0.851 -0.052 -3.163  0.005
H 1.356 6.416 0.829  0.000
N -1.118 0.417 -0.484  0.032
H -2.625 -1.807 -4.234  0.000
C 0.848 2.098 0.802  0.050
C 2.637 -2.222 -1.641  -0.070
C -2.642 -1.397 3.698  0.003
C 4.613 -2.401 -2.982  0.000
H 1.138 -3.147 4.364  0.000
C 1.113 0.806 1.256  -0.122
C -2.338 4.552 -0.428  0.003
H -3.712 1.673 3.863  0.000
H 1.707 0.823 -1.134  0.013
C 2.591 -0.860 -1.885  0.096
O 1.121 4.412 0.885  -0.002
H -2.703 1.755 -1.879  0.001
H 0.742 -0.052 -2.120  -0.007
H 2.825 5.532 1.309  -0.001
H -1.949 3.694 -3.691  0.000
C -2.715 -1.611 -3.175  0.002
C 0.278 -7.096 -1.421  -0.004
H 0.066 0.487 -4.888  0.000
C -2.131 3.764 -1.566  -0.007
H 1.472 5.718 2.466  -0.001
H -3.512 5.223 1.913  0.000
H 3.197 1.603 3.815  0.000
N -1.163 -0.859 2.113  -0.063
C 4.578 -1.025 -3.191  -0.002
P 1.444 -2.816 -0.472  -0.124
C 2.544 1.742 2.964  -0.011
C 3.974 -2.272 2.704  -0.005
H -0.434 -3.918 -2.333  0.002
C -2.454 6.484 -1.857  0.001
H 0.017 -8.114 -1.675  0.000
C -3.203 0.946 4.489  -0.001
H 3.530 0.822 -2.839  0.000
H -0.513 -1.200 -4.875  0.000
H -1.673 -2.937 2.491  -0.004
C 3.507 -2.283 1.407  0.060
C 1.538 -5.552 -0.074  -0.007
H -3.177 -0.875 0.591  0.005
H -2.518 4.032 2.780  0.000
H 3.665 -4.077 -2.025  0.000
N -2.508 -0.030 3.637  0.008
C -2.268 5.697 -2.983  0.000
H 1.643 -7.680 0.126  0.000
C 0.027 -4.738 -1.793  -0.008
H 2.254 -5.371 0.718  0.000
H -1.673 0.151 -5.067  0.000
H -2.650 6.564 0.269  0.000
C -0.308 -6.042 -2.114  0.001
H -2.255 6.141 -3.968  0.000
N -0.025 2.443 -0.263  -0.014
N -2.014 2.341 -1.428  0.017
H 5.012 -2.038 2.900  0.000
H -1.740 5.438 2.020  0.000
C -3.881 -2.008 -1.091  -0.006
C 3.640 -3.009 -2.204  -0.004
C 3.564 -0.244 -2.650  0.001
C 3.117 -2.572 3.768  -0.001
C 1.322 -2.943 2.230  0.013
H -4.672 -2.495 -0.540  0.000
H 5.403 -2.994 -3.420  0.000
C 0.955 -4.496 -0.776  0.002
C -1.810 -1.906 2.758  0.052
Mo 0.179 -0.829 0.382  2.011
C -2.485 5.925 -0.586  -0.001
C -1.061 1.731 -0.728  0.116
C -0.746 -0.172 -4.596  0.000
H 5.344 -0.557 -3.794  0.000
N 1.438 -0.132 -1.367  -0.049
C -1.625 0.251 2.681  0.078
C 2.167 -2.626 1.161  -0.016
H 2.786 3.874 2.964  0.000
H -4.382 -2.925 -2.960  0.000
H -2.586 7.553 -1.961  0.000
C 1.194 -6.853 -0.406  0.001
H 0.331 -3.332 2.029  0.006
C 1.457 3.215 1.418  -0.009
C -2.550 4.712 1.932  0.000
C -3.716 -2.245 -2.447  0.012
H -1.023 -6.239 -2.900  0.000
C 2.312 3.029 2.489  0.026
C -3.038 -1.111 -0.455  -0.027
H 2.131 -0.338 2.774  0.010
C -2.100 4.332 -2.830  0.002
H 4.168 -2.040 0.585  0.004
C 1.950 0.647 2.368  -0.088

---

B.
ORCA calculation (ωB97M-V/def2-TZVPD) on a structure of composition C44H44MoN6O3P.

Summary:
2S+1   3
LUMO (alpha / beta)   -0.338 / -0.320 hartree
Charge   +3
HOMO (alpha / beta)   -15.2 / -15.2 eV
Orbital gap (alpha / beta)   0.2193 / 0.2368 hartree

Each line ends with the Mulliken spin population.
Geometry (Å):
H 1.814 2.531 3.660  0.000
H -0.910 3.464 -1.044  0.000
C 1.102 6.316 -2.654  0.000
C -3.819 -3.610 -2.715  0.000
H -4.523 -3.946 -1.958  0.000
H 1.632 7.200 -2.330  0.000
H 2.032 -6.627 2.832  0.000
N 0.570 0.620 -1.078  0.053
H -3.066 -1.319 -1.260  0.004
H -2.171 1.888 -5.054  0.000
C -3.943 4.856 -0.540  0.002
C -1.858 2.914 -4.893  0.000
H 4.120 -4.581 -0.299  0.000
C 2.642 -3.431 0.741  0.007
H 2.686 -2.297 -3.919  0.000
H -1.227 -3.836 1.313  -0.001
C 0.765 3.943 -2.583  -0.005
C 1.446 0.528 2.976  0.059
C -1.378 -1.479 3.773  -0.001
C -2.931 -3.451 2.555  0.009
H 4.046 2.064 1.500  -0.001
C 3.976 -1.423 -2.437  0.009
H -4.448 -2.884 3.961  0.000
H 2.824 -2.534 0.155  -0.002
N -0.738 2.503 -0.760  -0.013
C 0.083 6.409 -3.590  0.000
H -1.387 5.390 -4.763  0.000
H -0.770 -0.730 4.266  -0.004
C -0.604 5.283 -4.027  0.000
H -3.059 -0.825 1.517  0.023
H 3.171 1.788 5.583  0.000
C 4.097 -0.546 -1.368  0.003
H 4.974 1.698 0.030  0.000
C 0.328 1.919 -1.317  0.119
O -2.839 3.938 -0.597  -0.004
H 0.684 -1.048 -3.123  0.000
H -4.199 5.079 0.495  -0.001
H 1.907 2.159 -2.518  0.001
C -4.142 0.975 1.142  -0.020
C -0.851 -2.240 2.721  -0.018
O -0.861 2.864 -3.868  0.000
H -4.226 -2.765 -3.262  0.000
O 2.992 1.045 0.102  0.005
C -1.392 -3.960 -2.066  0.000
C -0.480 -3.240 -1.372  0.048
C -3.026 0.165 1.077  -0.131
C 1.644 -0.936 -2.635  -0.026
N -1.074 -2.055 -0.959  -0.016
H -4.805 4.446 -1.067  -0.001
H 0.546 -3.482 -1.145  -0.018
C 1.683 -3.437 1.758  -0.023
H -5.042 0.620 1.625  0.000
H -0.186 7.375 -3.996  0.000
C -1.835 1.903 -0.100  0.034
C 1.984 1.474 3.831  -0.001
N -2.552 -3.218 -2.082  0.009
C -0.265 4.031 -3.527  0.002
H -5.004 2.879 0.656  0.001
H 2.605 -2.302 4.452  0.000
H 2.239 4.964 -1.423  0.000
C 1.441 5.072 -2.147  0.001
C 1.656 -0.825 3.205  -0.067
H 5.063 -0.400 -0.907  0.000
H 1.288 1.465 1.198  -0.010
N 0.665 0.927 1.805  -0.056
C -3.444 -2.695 3.603  -0.003
C 2.749 1.052 4.910  -0.001
C 3.149 -5.725 1.237  -0.002
H -0.087 1.551 2.094  0.009
N 1.131 2.644 -2.088  0.020
H -1.325 -4.919 -2.550  0.000
C -4.123 2.257 0.595  0.040
H 0.714 -4.598 3.302  0.000
C 2.983 -0.300 5.133  0.001
P 0.803 -1.927 2.095  0.034
C 2.196 -5.732 2.248  0.001
C 2.434 -1.246 4.282  -0.001
H -2.712 3.513 -4.575  0.000
C 3.374 -4.578 0.484  0.003
C -1.639 -3.227 2.110  0.015
C 4.252 1.310 0.747  -0.001
Mo -0.190 -0.575 0.300  2.025
C 1.457 -4.589 2.513  -0.006
C -2.329 -2.091 -1.409  0.057
H 3.723 -6.620 1.036  0.000
H -3.600 5.757 -1.037  0.000
H 4.858 -1.945 -2.785  0.000
C -2.670 -1.711 4.209  0.002
H -3.618 -4.421 -3.408  0.000
H 4.633 0.406 1.223  0.000
C 2.757 -1.626 -3.075  0.000
H 3.588 -0.613 5.972  0.000
C 2.980 0.146 -0.912  -0.035
C -1.851 0.623 0.458  -0.126
H -1.443 3.316 -5.818  0.000
C -2.980 2.726 -0.028  -0.023
C 1.740 -0.059 -1.553  0.021
H -3.071 -1.139 5.035  0.000
H -3.531 -4.231 2.105  0.000

---

Ordering by calculated energy gives the sequence B, A, with the first entry being the most stable.

---

A.
ORCA calculation (ωB97M-V/def2-TZVPD) on a cluster of 2 separate species, CH5NO2 in total.

Summary:
LUMO   0.029 hartree
HOMO   -10.4 eV
Orbital gap   0.4131 hartree
Structure (SMILES)   NC=O.O

Each line ends with the natural charge from an NBO analysis.
Geometry (Å):
H -1.433 -0.533 0.410  0.120
H 0.735 2.316 -1.061  0.466
O 0.027 2.525 -0.444  -0.953
H 0.178 1.947 0.318  0.485
O 0.498 -0.282 0.969  -0.626
C -0.370 -0.814 0.312  0.527
H 0.793 -2.137 -0.776  0.400
N -0.129 -1.791 -0.578  -0.815
H -0.828 -2.178 -1.205  0.395

---

B.
ORCA calculation (ωB97M-V/def2-TZVPD) on a cluster of 2 separate species, CH5NO2 in total.

Summary:
LUMO   0.014 hartree
HOMO   -9.9 eV
Orbital gap   0.3782 hartree
Structure (SMILES)   NC=O.O

Each line ends with the natural charge from an NBO analysis.
Geometry (Å):
H -3.005 -1.129 -0.117  0.459
O 1.649 -0.419 1.284  -0.610
H -0.881 -0.343 -0.390  0.379
H -3.774 -1.669 1.124  0.476
C 0.555 -0.682 0.927  0.514
H -0.128 -1.389 1.457  0.100
H 0.497 0.768 -0.458  0.409
O -3.486 -0.835 0.689  -0.934
N 0.000 0.000 0.000  -0.792

---

Ordering by calculated energy gives the sequence A, B, with the first entry being the most stable.

---

A.
ORCA calculation (ωB97M-V/def2-TZVPD) on the molecule C4H6OS3.

Summary:
LUMO   -0.055 hartree
HOMO   -8.8 eV
Orbital gap   0.2685 hartree
Structure (SMILES)   CSCSC(=O)C=S

Each line ends with the natural charge from an NBO analysis.
Geometry (Å):
O -0.721 -1.001 -0.723  -0.505
H 3.702 -0.961 1.914  0.248
C -2.318 0.434 0.400  -0.395
H 4.315 0.291 0.892  0.213
C 1.574 0.549 -1.026  -0.670
H 2.873 0.493 1.941  0.228
H 2.320 1.336 -1.091  0.238
S 2.414 -0.847 -0.155  0.225
C -1.013 0.065 -0.270  0.331
H -2.264 1.341 0.979  0.208
C 3.389 -0.147 1.182  -0.793
S 0.235 1.310 -0.060  0.212
H 1.246 0.075 -1.954  0.264
S -3.662 -0.461 0.302  0.195

---

B.
ORCA calculation (ωB97M-V/def2-TZVPD) on a cluster of 2 separate species, C4H6OS3 in total.

Summary:
LUMO   -0.029 hartree
HOMO   -8.8 eV
Orbital gap   0.2943 hartree

Each line ends with the natural charge from an NBO analysis.
Geometry (Å):
H 2.140 1.840 -1.124  0.173
H -1.965 -0.083 0.148  0.268
S 1.345 1.550 0.569  0.035
C 0.075 -1.174 0.434  0.134
H -0.193 0.403 2.779  0.157
H 0.764 -1.259 1.209  0.174
S 0.371 -0.135 -2.805  -0.023
C -0.180 0.667 -1.367  -0.168
H 0.816 -2.586 -0.682  0.493
H -1.047 1.452 -1.504  0.223
O -0.220 -2.297 -0.338  -0.666
C 0.243 0.288 -0.060  -0.456
S -1.221 1.233 2.082  0.001
C -0.927 0.100 0.659  -0.343

---

Ordering by calculated energy gives the sequence A, B, with the first entry being the most stable.

---

A.
ORCA calculation (ωB97M-V/def2-TZVPD) on a structure of composition C5H18Si3.

Summary:
LUMO   0.000 hartree
HOMO   -8.4 eV
Orbital gap   0.3078 hartree

Each line ends with the natural charge from an NBO analysis.
Geometry (Å):
H -3.601 -0.476 0.100  0.240
Si -1.797 0.887 -0.965  0.929
H 2.003 0.498 1.023  0.191
H 1.769 -1.974 0.626  0.230
H -2.854 2.973 -0.046  0.246
H 1.305 -2.136 -3.635  -0.142
Si 1.687 -0.843 -2.847  0.406
C -1.835 2.438 0.130  -1.092
H 0.704 0.127 2.410  0.187
H 2.384 -1.459 3.217  0.197
H 0.294 -1.743 1.709  0.220
H -1.006 3.020 -0.226  0.245
H -3.395 -0.865 -1.735  0.247
H 3.279 0.094 2.983  0.212
Si -0.191 -0.849 -0.574  0.564
C 1.581 -0.210 1.694  -0.381
H -1.803 1.997 1.136  0.239
H -1.570 1.298 -2.555  -0.156
C 0.853 -1.321 0.923  -0.863
H 3.178 -0.859 -2.651  -0.136
H 1.225 0.198 -3.728  -0.159
H 3.426 -1.231 1.750  0.201
C -3.451 -0.117 -0.907  -1.086
H -1.053 -1.940 -0.294  -0.178
C 2.780 -0.718 2.465  -0.604
H -4.159 0.496 -1.441  0.242

---

B.
ORCA calculation (ωB97M-V/def2-TZVPD) on a cluster of 2 separate species, C5H18Si3 in total.

Summary:
LUMO (alpha / beta)   -0.020 / -0.029 hartree
HOMO (alpha / beta)   -7.9 / -7.0 eV
Orbital gap (alpha / beta)   0.2688 / 0.2262 hartree

Each line ends with the natural charge from an NBO analysis.
Geometry (Å):
H -2.945 -1.532 0.535  0.233
H -2.180 1.558 1.433  -0.182
C -3.184 1.649 -1.267  -1.074
H 1.145 -1.241 0.771  0.232
H 2.708 -3.647 -1.966  -0.159
Si -2.329 0.852 0.195  0.948
H 3.033 0.612 0.641  0.199
H 1.940 2.129 2.442  0.214
H 1.811 1.660 -0.013  0.188
C -3.452 -0.624 0.667  -1.092
Si 4.177 -3.271 -1.535  0.498
H 0.283 1.354 1.908  0.213
H 1.678 0.452 2.761  0.201
H -4.395 -0.771 0.066  0.241
C 1.389 1.261 2.011  -0.623
Si -0.338 0.112 -0.888  0.545
H -2.880 0.874 -1.912  0.227
H 2.106 -0.844 -0.659  0.243
H 4.611 -3.670 -0.260  -0.170
H 4.339 -1.912 -2.058  -0.168
C 1.281 -0.418 -0.064  -0.901
C 2.018 0.873 0.588  -0.371
H 0.011 0.854 -2.179  -0.165
H -3.838 -0.537 1.783  0.240
H -4.224 1.612 -1.258  0.237
H -2.765 2.613 -1.742  0.247

---

Ordering by calculated energy gives the sequence A, B, with the first entry being the most stable.

---

A.
ORCA calculation (ωB97M-V/def2-TZVPD) on the molecule C4H4O3.

Summary:
LUMO   -0.060 hartree
HOMO   -9.5 eV
Orbital gap   0.2884 hartree
Structure (SMILES)   CC(=O)C(=O)C=O

Each line ends with the natural charge from an NBO analysis.
Geometry (Å):
H 0.471 -1.243 2.031  0.282
C 0.448 -0.143 -0.251  0.377
C -0.403 0.320 -1.571  0.361
H 1.389 0.325 2.235  0.255
H -1.593 0.202 -1.172  0.148
C 0.394 -0.155 2.202  -0.723
H -0.006 0.079 3.142  0.249
C -0.369 0.117 1.089  0.474
O 1.586 -0.717 -0.282  -0.462
O -1.668 0.133 1.055  -0.514
O -0.003 0.559 -2.655  -0.448

---

B.
ORCA calculation (ωB97M-V/def2-TZVPD) on the molecule C4H4O3.

Summary:
LUMO   -0.014 hartree
HOMO   -9.5 eV
Orbital gap   0.3365 hartree

Each line ends with the natural charge from an NBO analysis.
Geometry (Å):
C 0.665 -0.551 -0.301  0.245
C 2.375 0.474 0.765  0.656
O -1.052 -2.014 0.029  -0.510
H -1.884 0.870 0.287  0.248
C -1.791 0.209 -0.584  -0.728
H -1.460 0.816 -1.434  0.237
O 2.751 1.471 1.275  -0.474
H -2.755 -0.257 -0.795  0.248
O 0.992 0.146 0.767  -0.504
H 2.945 -0.305 0.239  0.150
C -0.788 -0.859 -0.248  0.431

---

C.
ORCA calculation (ωB97M-V/def2-TZVPD) on the molecule C4H4O3.

Summary:
LUMO   0.029 hartree
HOMO   -10.2 eV
Orbital gap   0.4057 hartree
Structure (SMILES)   O=C1OC[C@@]12CO2

Each line ends with the natural charge from an NBO analysis.
Geometry (Å):
O -0.322 1.476 0.547  -0.480
C 1.312 -1.251 -0.229  -0.103
C 0.500 1.322 -0.654  -0.095
H -0.002 1.750 -1.529  0.207
H 1.065 -2.089 0.429  0.213
C -0.538 0.150 0.713  0.757
H 1.497 1.750 -0.504  0.198
O -1.355 -0.362 1.415  -0.533
O 0.428 -1.204 -1.426  -0.428
H 2.369 -1.064 -0.432  0.192
C 0.365 -0.182 -0.525  0.071

---

D.
ORCA calculation (ωB97M-V/def2-TZVPD) on a structure of composition C4H4O3.

Summary:
LUMO   -0.010 hartree
HOMO   -9.7 eV
Orbital gap   0.3464 hartree

Each line ends with the natural charge from an NBO analysis.
Geometry (Å):
H 0.780 0.495 -1.923  0.206
O 0.487 -3.083 -0.092  -0.524
C -1.605 1.603 0.369  0.291
C 0.312 -0.773 -0.051  0.062
O -1.562 1.575 -0.838  -0.520
H -0.691 1.512 0.984  0.128
H -2.559 1.713 0.915  0.116
C 0.908 -2.030 0.339  0.300
O 1.402 0.744 0.086  -0.490
H 1.723 -1.950 1.087  0.144
C 0.805 0.194 -0.876  0.288

---

Ordering by calculated energy gives the sequence C, A, B, D, with the first entry being the most stable.

---

A.
ORCA calculation (ωB97M-V/def2-TZVPD) on a cluster of 2 separate species, C4H9NO3S in total.

Summary:
LUMO   0.026 hartree
HOMO   -8.7 eV
Orbital gap   0.3479 hartree

Each line ends with the natural charge from an NBO analysis.
Geometry (Å):
H 1.840 -0.230 -1.847  0.188
C 0.902 -0.088 -2.497  -0.256
H -1.334 -1.596 -0.053  0.233
H 0.498 -1.153 -2.490  0.186
O 0.580 -2.365 2.041  -0.959
N 1.049 0.038 2.434  -1.065
O 0.014 0.923 -1.874  -0.478
H 2.833 -2.053 0.854  0.506
C -0.737 0.411 -0.876  0.335
S 1.510 -1.556 2.759  1.684
H 1.279 0.626 3.286  0.381
H -1.613 1.170 1.070  0.165
H -2.819 1.000 -0.335  0.184
H 0.212 0.324 2.042  0.404
H 1.113 0.074 -3.487  0.196
C -1.847 0.806 0.087  -0.426
O 2.826 -1.482 1.696  -0.952
C -1.196 -0.531 -0.114  -0.327

---

B.
ORCA calculation (ωB97M-V/def2-TZVPD) on the molecule C4H9NO3S.

Summary:
LUMO   0.026 hartree
HOMO   -9.3 eV
Orbital gap   0.3678 hartree

Each line ends with the natural charge from an NBO analysis.
Geometry (Å):
C 0.418 0.910 0.347  0.420
H 1.094 -2.333 -1.337  0.231
H -0.384 2.865 1.643  0.482
H 0.930 -3.313 1.130  0.227
O -1.128 2.316 1.368  -0.530
H -0.392 -1.875 -0.514  0.227
S 1.180 -0.087 -1.004  1.203
O 0.416 0.211 -2.254  -0.977
C 1.262 -2.304 0.844  -0.642
H -1.649 2.582 -1.446  0.206
H -1.651 0.804 -1.415  0.244
H 2.377 -2.316 0.916  0.221
H -2.717 1.722 -0.266  0.219
O 0.997 0.843 1.425  -0.616
C 0.696 -1.800 -0.474  -0.575
H 0.979 -1.623 1.650  0.239
C -1.732 1.692 -0.799  -0.428
N -0.694 1.704 0.186  -0.152

---

Ordering by calculated energy gives the sequence B, A, with the first entry being the most stable.